No. 1
{
  "formula": "C2HFIO2",
  "method": "the ωB97M-V functional and the def2-TZVPD basis",
  "total_charge": -1,
  "de_lowest_ev": 4.111,
  "gap_ha": 0.2083,
  "e_homo_ev": -3.09,
  "symbols": ["C", "C", "O", "O", "F", "I", "H"],
  "xyz": [[1.193, -0.440, 0.193], [-0.045, 0.014, -0.469], [1.914, -1.109, -0.611], [1.362, -0.113, 1.429], [-0.611, -0.791, -1.508], [-1.588, 0.542, 0.730], [-2.225, 1.898, 0.236]],
  "atomic_forces_ev_per_a": [[0.9, -1.0, 1.1], [-0.6, 0.4, -2.1], [-0.5, 0.9, 1.4], [-0.1, -0.3, -1.9], [0.4, 0.4, 0.7], [0.1, -1.8, 1.7], [-0.2, 1.4, -0.9]]
}

***

No. 2
{
  "formula": "C25H41N3O3PS4",
  "method": "the ωB97M-V functional and the def2-TZVPD basis",
  "total_charge": 1,
  "gap_ha": 0.2477,
  "e_homo_ev": -11.08,
  "symbols": ["C", "C", "C", "O", "C", "C", "P", "S", "C", "N", "S", "C", "O", "O", "C", "C", "C", "C", "S", "C", "C", "S", "C", "C", "H", "H", "H", "H", "H", "H", "H", "H", "H", "H", "H", "H", "H", "H", "H", "H", "H", "H", "H", "H", "H", "H", "H", "H", "H", "H", "H", "H", "H", "H", "H", "N", "C", "C", "C", "C", "C", "H", "H", "H", "H", "H", "N", "C", "C", "C", "C", "C", "H", "H", "H", "H", "H"],
  "xyz": [[1.046, 4.482, 2.011], [2.429, 3.852, 1.608], [2.320, 3.039, 0.267], [1.306, 2.037, 0.439], [1.280, 1.135, -0.679], [1.185, -0.297, -0.042], [1.551, -1.581, -1.347], [3.422, -2.141, -1.284], [2.159, -0.151, 1.174], [1.699, -0.763, 2.239], [2.630, -0.652, 3.696], [1.738, 0.438, 4.851], [3.900, 0.047, 3.343], [2.996, -1.973, 4.260], [0.427, -1.439, 1.884], [-0.625, -1.841, 2.966], [-0.098, -2.722, 4.155], [0.624, -4.048, 3.707], [1.427, -4.783, 5.225], [-0.147, -0.427, 0.814], [-1.489, -0.811, 0.086], [-2.919, -0.132, 1.044], [-3.390, 1.480, 0.303], [-2.164, 2.471, 0.198], [0.997, 4.665, 3.103], [0.190, 3.822, 1.741], [0.920, 5.427, 1.441], [3.181, 4.668, 1.510], [2.809, 3.176, 2.409], [1.966, 3.751, -0.519], [3.328, 2.625, 0.041], [0.444, 1.380, -1.368], [2.269, 1.195, -1.203], [1.192, -0.964, -2.592], [0.719, -2.699, -1.052], [3.091, 0.426, 1.051], [0.960, -0.061, 5.458], [2.475, 1.002, 5.464], [1.219, 1.206, 4.222], [0.619, -2.366, 1.294], [-1.378, -2.472, 2.433], [-1.195, -0.984, 3.387], [-1.007, -3.057, 4.715], [0.498, -2.158, 4.906], [1.428, -3.881, 2.963], [-0.106, -4.790, 3.317], [1.317, -3.755, 6.138], [-0.423, 0.497, 1.372], [-1.507, -0.391, -0.949], [-1.553, -1.923, 0.054], [-3.890, 1.379, -0.689], [-4.128, 1.948, 0.996], [-2.458, 3.391, -0.349], [-1.764, 2.686, 1.213], [-1.404, 1.933, -0.420], [-2.749, 3.736, -3.344], [-3.223, 3.173, -4.462], [-4.322, 3.648, -5.159], [-4.975, 4.768, -4.671], [-4.505, 5.369, -3.513], [-3.396, 4.818, -2.894], [-2.682, 2.298, -4.804], [-4.658, 3.152, -6.060], [-5.839, 5.169, -5.186], [-4.988, 6.245, -3.102], [-2.990, 5.256, -1.988], [1.711, -3.856, -3.663], [0.441, -4.161, -3.959], [0.028, -5.409, -4.394], [0.984, -6.402, -4.537], [2.306, -6.110, -4.239], [2.614, -4.831, -3.807], [-0.272, -3.352, -3.834], [-1.014, -5.599, -4.616], [0.702, -7.391, -4.877], [3.080, -6.859, -4.339], [3.634, -4.556, -3.559]],
  "atomic_forces_ev_per_a": [[0.3, -0.3, -0.4], [-0.6, -0.3, -0.1], [-0.1, 1.9, 1.2], [0.7, -0.6, -0.6], [0.7, -0.3, 0.2], [-1.1, 2.4, 1.1], [1.6, -0.9, 0.2], [-0.3, 0.5, 0.4], [-0.4, -0.8, -1.5], [0.5, 0.9, -1.5], [6.8, -1.3, 3.1], [-1.1, 0.8, -0.9], [-3.7, -0.3, -0.3], [-2.7, 2.4, -1.4], [-3.1, -0.9, -0.5], [0.5, -0.3, 0.7], [-0.7, -0.7, -0.4], [0.2, 0.8, 1.0], [-0.3, 0.2, 0.0], [0.0, -0.5, 0.1], [0.8, 0.2, 0.1], [-0.3, -0.3, -0.1], [0.7, 1.3, -0.4], [-0.5, -1.1, -0.4], [0.1, 0.1, -0.7], [0.7, 0.4, 0.2], [-0.1, -0.5, 0.6], [-0.4, -0.7, -0.1], [-0.3, 0.3, -0.5], [0.5, -0.6, 0.2], [-0.7, 0.0, -0.2], [0.5, -0.3, 0.3], [-0.9, 0.0, 0.0], [-0.5, -0.3, 0.8], [-0.3, 0.7, -0.4], [-0.4, -0.6, 0.8], [0.7, -0.1, -0.4], [-0.1, -0.9, -0.5], [0.4, -0.6, 0.3], [0.6, 0.4, 0.7], [0.6, 0.6, 0.2], [0.5, -0.3, -0.5], [0.6, 0.4, -0.3], [-0.2, -0.4, -0.8], [-0.5, 0.0, 0.4], [0.5, 0.5, 0.3], [-0.1, -0.5, -0.9], [0.9, -0.3, -0.5], [0.0, -0.4, 0.7], [-0.4, 0.8, -0.2], [0.4, -0.2, 0.7], [0.4, -0.8, -0.3], [0.2, -0.5, 0.5], [-0.2, -0.1, -0.8], [-0.3, 0.8, 0.5], [-0.3, 0.1, -0.1], [0.2, 0.0, 0.3], [0.0, 0.1, 0.0], [-0.1, 0.0, 0.0], [0.0, 0.0, 0.0], [0.3, -0.3, 0.0], [0.0, 0.0, -0.1], [0.0, 0.0, 0.0], [0.0, 0.0, 0.0], [0.0, 0.0, 0.0], [-0.1, 0.1, 0.0], [-0.5, -0.3, -0.1], [0.3, 0.1, 0.1], [0.0, 0.0, 0.0], [0.0, -0.1, 0.0], [-0.1, 0.0, 0.0], [0.1, 0.4, 0.1], [-0.1, 0.0, -0.1], [0.0, 0.0, 0.0], [0.0, 0.0, 0.0], [0.0, 0.0, 0.0], [0.0, 0.0, 0.0]]
}

***

No. 3
{
  "formula": "C20H28F3O2Sc",
  "method": "the ωB97M-V functional and the def2-TZVPD basis",
  "total_charge": 0,
  "de_lowest_ev": 2.405,
  "gap_ha": [0.2680, 0.2680],
  "e_homo_ev": [-7.20, -7.20],
  "symbols": ["O", "C", "C", "H", "H", "C", "H", "H", "C", "H", "H", "H", "C", "H", "H", "H", "Sc", "C", "C", "C", "H", "C", "C", "H", "H", "H", "H", "C", "C", "C", "H", "C", "C", "H", "H", "H", "H", "O", "C", "C", "H", "H", "C", "H", "H", "C", "H", "H", "H", "H", "F", "C", "F", "F"],
  "xyz": [[-2.423, 0.103, -1.598], [-2.486, -0.667, -2.845], [-3.804, -0.075, -3.305], [-2.525, -1.743, -2.659], [-1.661, -0.431, -3.529], [-3.688, 0.714, -1.968], [-4.600, -0.822, -3.402], [-3.692, 0.486, -4.234], [-4.826, 0.318, -1.039], [-4.907, -0.775, -0.971], [-5.767, 0.670, -1.478], [-4.728, 0.783, -0.049], [-3.452, 2.213, -2.050], [-2.556, 2.417, -2.652], [-3.274, 2.618, -1.043], [-4.333, 2.701, -2.483], [1.754, 0.485, 2.075], [3.779, 1.585, 2.423], [4.010, 0.374, 1.700], [3.375, 0.494, 0.424], [4.631, -0.464, 2.017], [2.734, 1.778, 0.371], [2.987, 2.450, 1.606], [2.711, 3.475, 1.838], [4.192, 1.815, 3.407], [3.483, -0.224, -0.389], [2.215, 2.206, -0.490], [1.391, 0.101, 4.295], [0.604, 1.241, 3.916], [-0.370, 0.811, 2.956], [0.729, 2.242, 4.336], [-0.183, -0.589, 2.721], [0.873, -1.026, 3.583], [1.101, -2.050, 3.827], [2.219, 0.064, 5.004], [-1.183, 1.415, 2.551], [-0.778, -1.248, 2.088], [-0.596, -1.437, -0.859], [-0.036, -0.064, -0.989], [0.605, -0.084, -2.388], [0.864, 0.056, -0.281], [-0.743, 0.755, -0.850], [0.917, -1.582, -2.672], [1.523, 0.499, -2.321], [-0.062, 0.414, -3.097], [0.539, -2.230, -1.327], [1.996, -1.677, -2.902], [0.335, -2.048, -3.496], [1.418, -2.047, -0.662], [0.305, -3.299, -1.346], [1.689, -3.196, 1.875], [2.736, -2.317, 2.012], [3.653, -2.685, 1.100], [3.306, -2.501, 3.248]],
  "atomic_forces_ev_per_a": [[-1.8, -0.6, -1.7], [0.6, -0.6, 0.0], [0.6, 0.2, 0.2], [0.2, 0.1, 0.1], [-0.2, -0.2, 0.4], [-0.8, 0.3, 0.1], [0.0, 0.5, 0.2], [-0.3, 0.2, 0.2], [-0.1, 0.2, 0.1], [0.2, 0.3, 0.2], [0.1, 0.0, 0.1], [0.1, -0.3, -0.1], [-0.3, -0.1, 0.0], [-0.3, 0.0, 0.0], [-0.1, -0.1, -0.2], [0.2, 0.1, 0.0], [0.2, -2.9, -1.8], [0.6, -0.2, -0.4], [1.0, 1.0, -0.6], [0.9, 1.1, 0.1], [-0.4, 0.3, 0.0], [1.1, -0.1, 0.0], [0.3, -0.2, -0.3], [-0.1, -0.3, 0.0], [-0.3, -0.1, -0.4], [-0.4, 0.1, 0.4], [0.1, -0.2, 0.4], [-1.0, -0.3, 0.1], [-0.4, -0.1, 0.3], [-0.1, -0.1, 0.8], [-0.1, -0.4, -0.3], [-0.2, 0.2, 1.4], [-1.1, 0.4, 1.1], [0.2, 0.2, -0.4], [-0.4, 0.1, -0.3], [0.5, -0.1, -0.1], [0.3, 0.4, 0.0], [1.9, 1.2, 0.2], [1.3, -1.4, 0.4], [0.0, 0.3, 0.1], [-1.2, -0.4, -0.3], [0.2, -0.7, 0.2], [0.0, 0.0, -0.2], [0.1, 0.0, -0.3], [0.3, -0.2, 0.0], [0.3, 1.0, 0.2], [-0.6, -0.2, 0.1], [0.3, 0.6, 0.4], [-0.7, -0.4, 0.0], [-0.2, 0.4, 0.0], [0.4, -0.8, 0.3], [-1.7, 3.5, -0.3], [0.6, -0.6, -0.3], [0.2, -0.9, 0.0]]
}

***

No. 4
{
  "formula": "C3H8OSi",
  "method": "the ωB97M-V functional and the def2-TZVPD basis",
  "total_charge": 0,
  "de_lowest_ev": 4.076,
  "smiles": "C=[Si]1CO1.C",
  "gap_ha": 0.3176,
  "e_homo_ev": -8.45,
  "symbols": ["C", "Si", "C", "O", "H", "H", "H", "H", "C", "H", "H", "H", "H"],
  "xyz": [[0.592, -1.535, 0.098], [1.823, -0.229, -0.103], [3.030, 1.017, -0.811], [2.857, 0.786, 0.626], [0.304, -2.205, -0.746], [0.188, -1.750, 0.973], [2.732, 2.161, -1.091], [3.957, 0.746, -1.099], [-3.075, 0.223, 0.445], [-3.252, -0.107, 1.452], [-3.814, 0.934, 0.193], [-3.137, -0.706, -0.149], [-2.206, 0.664, 0.214]],
  "atomic_forces_ev_per_a": [[3.5, 2.4, -4.8], [-1.6, -1.8, -0.9], [-4.4, 2.7, 0.2], [-0.1, 0.1, 1.7], [0.4, 1.1, 0.6], [-1.5, -0.8, 4.0], [0.7, -3.0, 0.5], [2.9, -0.7, -1.2], [-2.6, -2.7, 0.0], [0.5, 0.3, 0.7], [-1.2, 0.5, -0.5], [-0.3, 0.6, -0.1], [3.6, 1.4, -0.1]]
}

***

No. 5
{
  "formula": "C12H18N6O",
  "method": "the ωB97M-V functional and the def2-TZVPD basis",
  "total_charge": 0,
  "gap_ha": 0.3310,
  "e_homo_ev": -8.50,
  "symbols": ["N", "H", "H", "N", "C", "O", "C", "C", "C", "C", "C", "C", "H", "H", "C", "N", "N", "N", "C", "N", "H", "C", "H", "H", "C", "H", "H", "C", "H", "H", "H", "H", "H", "H", "H", "H", "H"],
  "xyz": [[4.605, -0.158, 0.801], [5.042, 0.682, 0.278], [4.707, -0.961, 0.266], [3.242, 0.132, 0.577], [2.682, -0.418, -0.347], [3.261, -1.373, -1.098], [1.195, -0.583, -0.251], [0.482, -1.804, -0.314], [-1.015, -1.778, -0.460], [-1.421, -1.260, -1.716], [-0.893, -0.045, -2.095], [-1.360, 1.028, -1.070], [-0.900, 2.229, -0.978], [-2.558, 1.036, -1.010], [-0.997, 0.619, 0.414], [-1.503, 1.300, 1.557], [-0.794, 2.109, 2.519], [-1.612, 2.701, 3.153], [-3.028, 2.548, 2.531], [-2.866, 1.533, 1.622], [-3.736, 2.991, 2.918], [-1.601, -1.090, 0.683], [-2.780, -0.915, 0.564], [-1.380, -1.420, 1.749], [0.422, 0.569, 0.379], [0.813, 1.508, 0.540], [0.820, 0.212, 1.783], [0.573, -0.003, -1.921], [1.196, -0.733, -2.490], [1.106, 1.008, -1.873], [-1.150, 0.451, -3.050], [-0.965, -1.887, -2.588], [-2.551, -1.295, -1.873], [-1.381, -2.748, -0.154], [0.956, -2.538, -0.922], [0.577, -2.366, 0.680], [2.813, 0.721, 1.194]],
  "atomic_forces_ev_per_a": [[0.3, 4.8, 0.4], [0.1, -2.2, 1.1], [0.8, -2.0, -1.6], [5.1, 2.4, 3.7], [-3.5, -10.3, -6.9], [-1.4, 4.0, 2.1], [-3.2, 6.9, -5.4], [0.3, -4.7, 3.8], [0.9, -1.8, 2.8], [-3.7, -5.0, -5.1], [2.0, 7.8, 1.1], [-3.2, 3.3, 3.3], [-1.4, -3.3, -1.4], [2.5, 0.5, -0.6], [-2.4, -5.0, -0.4], [-2.5, 2.2, 0.6], [1.1, -3.2, -3.2], [-5.4, 3.3, 1.1], [12.6, -8.3, -4.4], [1.0, 3.3, 1.7], [-7.4, 4.0, 3.5], [-2.2, 5.8, 0.8], [2.5, -0.6, 0.3], [0.1, 0.4, -1.6], [4.0, -4.2, 7.5], [1.5, 2.3, -0.9], [-1.2, 0.9, -2.7], [5.4, -0.5, 0.9], [-0.7, 0.8, -0.2], [-1.2, -1.2, -0.9], [-0.1, -1.1, 0.0], [-1.1, -0.1, 1.5], [1.3, 0.0, 0.3], [0.1, -1.2, -1.4], [0.3, -0.2, -1.2], [0.3, 0.7, -0.5], [-1.3, 1.5, 2.0]]
}

***

No. 6
{
  "formula": "H3N2O",
  "method": "the ωB97M-V functional and the def2-TZVPD basis",
  "total_charge": -1,
  "de_lowest_ev": 2.405,
  "gap_ha": [0.2358, 0.2819],
  "e_homo_ev": [-0.81, -2.23],
  "multiplicity": 3,
  "symbols": ["N", "N", "O", "H", "H", "H"],
  "xyz": [[-0.329, 0.060, 0.849], [0.543, 0.682, 0.003], [-0.045, 0.178, -1.813], [-0.173, -1.018, 1.011], [-1.262, 0.038, 0.481], [1.266, 0.060, -0.532]],
  "atomic_forces_ev_per_a": [[0.3, -3.6, 2.1], [2.9, 0.5, -0.6], [-0.8, -0.5, -2.0], [0.0, 2.3, -0.5], [-0.7, 0.4, -0.8], [-1.8, 0.9, 1.7]]
}

***

What are the E_tot values for these records? In order: -624.7510; -3300.9124; -1989.5747; -483.6928; -871.4391; -186.3327 a.u..
What are the max |F| values for these records? In order: 2.49; 7.56; 3.92; 6.40; 15.70; 4.18 eV/A.